No. 1
Computed, not measured: one molecule with the formula C3H7NO2S at a distorted geometry, with ωB97M-V with the def2-TZVPD basis set.

The geometry in XYZ format:
```
14
Properties=species:S:1:pos:R:3:forces:R:3:lowdin_charge:R:1
C 0.996030 0.663738 0.866538 0.093 0.174 0.098 -0.2359
C 0.874482 -0.572411 0.016708 -0.263 -0.224 0.530 -0.1374
C 0.064084 -0.262687 -1.208269 0.631 0.377 -1.587 -0.5509
H -0.220343 1.933130 1.619249 -0.557 -0.266 -0.035 0.0925
H 1.699493 0.475472 1.721712 -0.939 0.144 -0.381 0.1313
H 1.443939 1.455141 0.257623 -0.065 0.052 0.049 0.1204
H 1.848176 -0.844241 -0.331315 0.694 -0.190 -0.253 0.1199
H 0.493510 -1.388305 0.638029 -0.189 0.083 -0.322 0.0973
H -1.719311 -0.305403 -2.079592 -0.106 0.010 -0.196 0.0943
H -2.293627 -0.414737 0.803900 0.114 0.092 -0.260 -0.1393
N -1.220093 -0.708486 -1.305605 -0.607 -0.104 0.812 -0.3282
O -0.354969 1.049362 1.243123 1.462 0.425 0.401 -0.0909
O 0.537835 0.350414 -2.168669 -0.313 -0.435 1.273 0.0461
S -2.149206 -1.430987 -0.073433 0.046 -0.139 -0.128 0.7808
```
Positions in Å, forces in eV/Å.

## Properties
* total charge: 0
* F_max: 1.749 eV Å⁻¹
* HOMO level: -9.54 eV
* LUMO level: 0.6 eV
* SMILES: O=C(CCO)NS
* energy above the lowest of the compared OMol25 structures with the same formula, charge and spin: 24.9 kcal/mol

---

No. 2
Computed, not measured: one molecule with the formula C3H7NO2S at a distorted geometry, with ωB97M-V with the def2-TZVPD basis set.

The geometry in XYZ format:
```
14
Properties=species:S:1:pos:R:3:forces:R:3:lowdin_charge:R:1
C 1.015067 -0.441148 -0.209888 1.457 0.479 -3.367 -0.1853
C 0.908305 1.065316 0.022369 0.950 0.310 0.297 -0.3893
C -0.001964 -1.155107 0.537209 -1.189 -1.595 3.113 -0.6126
N -1.669763 0.697706 -0.922830 -0.019 -1.514 0.181 -0.4310
O -0.456291 -0.844002 1.624126 0.227 1.289 -0.495 0.0700
O -0.291711 -2.398907 0.141485 1.529 0.398 -2.564 0.1230
S -0.740554 1.832299 -0.423305 -0.228 -0.721 1.439 0.8700
H 0.780706 -0.644107 -1.350960 1.179 -0.118 2.236 0.1579
H 2.069784 -0.779035 0.238641 -2.185 0.449 -1.569 0.1848
H 1.155129 1.016096 1.112549 -0.628 1.561 -0.633 0.0981
H 1.578140 1.745322 -0.579835 -0.005 -1.338 0.830 0.0809
H -2.223728 0.814449 -1.736634 0.081 0.729 -0.944 -0.0425
H -1.098083 1.726219 0.879832 0.231 0.822 0.268 -0.0231
H -1.025036 -2.635101 0.667243 -1.401 -0.750 1.207 0.0991
```
Positions in Å, forces in eV/Å.

## Properties
* total charge: 0
* F_max: 3.700 eV Å⁻¹
* HOMO level: -8.79 eV
* LUMO level: 0.6 eV
* energy above the lowest of the compared OMol25 structures with the same formula, charge and spin: 78.2 kcal/mol

---

No. 3
Computed, not measured: C3H7NO2S as an isolated structure at a distorted geometry, with ωB97M-V with the def2-TZVPD basis set.

The geometry in XYZ format:
```
14
Properties=species:S:1:pos:R:3:forces:R:3:lowdin_charge:R:1
C 0.624648 0.241044 -0.531523 2.642 -0.950 2.604 -0.2960
C -1.961741 0.394074 1.082816 -2.790 -0.475 1.730 -0.1405
C -0.739457 -0.360549 -0.767540 -0.089 0.680 -1.782 -0.2497
N 1.217337 1.105159 0.089604 -1.270 -2.780 -2.484 0.1915
O 3.488029 -0.934233 -1.151525 -0.732 -1.215 -2.212 -0.5738
O -1.768431 0.498247 -0.308667 1.042 0.448 -0.305 -0.1848
S 2.020104 -1.676668 -0.882014 -0.852 1.738 0.265 0.6203
H -2.755732 1.103008 1.428788 0.914 0.308 -0.832 0.0907
H -1.154437 0.509259 1.877515 -0.333 -0.474 -1.688 0.1105
H -2.625090 -0.508715 1.213112 1.397 -0.005 0.421 0.0994
H -0.876539 -1.345708 -0.291953 0.748 0.188 -0.123 0.1229
H -0.725954 -0.518537 -1.921917 -0.704 0.383 1.946 0.1549
H 1.439780 1.869875 0.652926 -0.210 1.104 0.441 0.0767
H 3.817481 -0.376257 -0.489623 0.238 1.051 2.019 -0.0222
```
Positions in Å, forces in eV/Å.

## Properties
* total charge: 0
* F_max: 3.938 eV Å⁻¹
* HOMO level: -7.92 eV
* LUMO level: 0.4 eV
* energy above the lowest of the compared OMol25 structures with the same formula, charge and spin: 121.9 kcal/mol